DFT (ωB97M-V/def2-TZVPD) results for 8 unconnected molecules or ions with the total composition C17H49O8S7 in a non-equilibrium geometry.

Last columns: bonded neighbours and bond lengths (Å).
Cartesian coordinates (Å):
1 S 3.40499 3.88657 -0.21002  O10 1.512, C18 1.847, C24 1.834
2 S -2.58024 -0.25970 4.49390  O9 1.549, C20 1.866, C26 1.814
3 S -3.85848 0.94184 -2.32764  O15 1.552, C27 1.915, C30 1.843
4 S 0.29309 -5.33423 0.67717  O11 1.505, C22 1.812, C32 1.833
5 S 1.93542 0.00831 -4.40951  O12 1.552, C17 1.861, C28 1.867
6 S 3.73672 -2.35077 -1.35696  O13 1.527, C21 1.864, C23 1.852
7 S -5.13160 2.84840 1.52737  O14 1.577, C25 1.855, C29 1.901
8 O -0.04661 -1.16636 -1.12630  C19 1.403
9 O -2.37508 1.09647 5.21410  S2 1.549
10 O 4.64059 3.76048 0.65212  S1 1.512
11 O 0.12824 -4.51944 -0.57738  S4 1.505
12 O 0.79197 -1.03352 -4.28482  S5 1.552
13 O 2.50947 -3.24735 -1.50631  S6 1.527
14 O -6.14431 3.21091 2.68104  S7 1.577
15 O -3.90883 2.32163 -1.61878  S3 1.552
16 C -1.21977 0.11466 0.58613  C19 1.510, H35 1.090, H74 1.090, H80 1.090
17 C 1.28020 1.44419 -5.39626  S5 1.861, H40 1.090, H69 1.090, H81 1.090
18 C 3.29120 5.71554 -0.44249  S1 1.847, H36 1.090, H47 1.090, H54 1.090
19 C -0.00102 -0.68373 0.19059  O8 1.403, C16 1.510, C31 1.527, H78 1.090
20 C -0.86331 -0.95648 4.27145  S2 1.866, H49 1.090, H56 1.090, H60 1.090
21 C 4.67630 -2.48583 -2.96119  S6 1.864, H41 1.090, H50 1.090, H68 1.090
22 C -0.14510 -4.22189 2.03925  S4 1.812, H34 1.090, H38 1.090, H39 1.090
23 C 5.02657 -3.17248 -0.31238  S6 1.852, H64 1.090, H65 1.090, H72 1.090
24 C 1.91614 3.82576 0.85978  S1 1.834, H53 1.090, H75 1.090, H79 1.090
25 C -3.44274 3.30409 2.14362  S7 1.855, H43 1.090, H51 1.090, H66 1.090
26 C -3.20379 -1.40102 5.75861  S2 1.814, H52 1.090, H57 1.090, H61 1.090
27 C -2.17407 0.72781 -3.21250  S3 1.915, H37 1.090, H42 1.090, H62 1.090
28 C 2.08032 0.96422 -2.81207  S5 1.867, H48 1.090, H70 1.090, H77 1.090
29 C -4.85709 0.96709 1.55520  S7 1.901, H44 1.090, H59 1.090, H76 1.090
30 C -4.77142 1.10662 -3.91986  S3 1.843, H45 1.090, H63 1.090, H67 1.090
31 C 1.39878 -0.20447 0.56684  C19 1.527, H46 1.090, H58 1.090, H71 1.090
32 C 2.04300 -5.58527 1.16343  S4 1.833, H33 1.090, H55 1.090, H73 1.090
33 H 2.52341 -4.89403 1.85588  C32 1.090
34 H 0.44680 -3.30754 2.08069  C22 1.090
35 H -1.51504 0.86324 -0.14909  C16 1.090
36 H 2.32096 5.96804 -0.87024  C18 1.090
37 H -2.18640 -0.25209 -3.68974  C27 1.090
38 H 0.18801 -4.83004 2.88024  C22 1.090
39 H -1.15240 -3.83485 2.19308  C22 1.090
40 H 0.27093 1.56209 -5.00183  C17 1.090
41 H 4.08103 -2.13863 -3.80570  C21 1.090
42 H -1.39771 0.86399 -2.45961  C27 1.090
43 H -2.81029 2.95404 1.32779  C25 1.090
44 H -4.40061 0.71542 2.51248  C29 1.090
45 H -4.66789 2.14364 -4.23919  C30 1.090
46 H 1.64202 0.74300 0.08596  C31 1.090
47 H 4.14498 6.11956 -0.98649  C18 1.090
48 H 1.04478 1.22817 -2.59736  C28 1.090
49 H -1.05996 -1.89964 3.76166  C20 1.090
50 H 4.95366 -3.52584 -3.13307  C21 1.090
51 H -3.46936 4.37856 2.32501  C25 1.090
52 H -3.90588 -2.10796 5.31653  C26 1.090
53 H 0.98377 3.78088 0.29696  C24 1.090
54 H 3.33538 6.06511 0.58899  C18 1.090
55 H 2.20896 -6.61537 1.47878  C32 1.090
56 H -0.29330 -0.34032 3.57607  C20 1.090
57 H -2.34624 -1.92570 6.17980  C26 1.090
58 H 1.47706 0.09948 1.61067  C31 1.090
59 H -5.86583 0.55421 1.54671  C29 1.090
60 H -0.34037 -1.03683 5.22443  C20 1.090
61 H -3.53612 -0.88963 6.66202  C26 1.090
62 H -2.16877 1.52348 -3.95747  C27 1.090
63 H -5.82789 0.88092 -3.77488  C30 1.090
64 H 4.82953 -3.00311 0.74620  C23 1.090
65 H 5.97445 -2.71855 -0.60145  C23 1.090
66 H -3.16857 2.75909 3.04690  C25 1.090
67 H -4.31419 0.58584 -4.76120  C30 1.090
68 H 5.64645 -1.99186 -2.90723  C21 1.090
69 H 1.22477 1.03706 -6.40585  C17 1.090
70 H 2.43789 0.32896 -2.00170  C28 1.090
71 H 2.18639 -0.84779 0.17449  C31 1.090
72 H 4.90624 -4.20929 -0.62649  C23 1.090
73 H 2.64526 -5.46150 0.26340  C32 1.090
74 H -2.09624 -0.52502 0.48267  C16 1.090
75 H 1.92303 2.97766 1.54446  C24 1.090
76 H -4.34923 0.53964 0.69064  C29 1.090
77 H 2.60942 1.86897 -3.11138  C28 1.090
78 H -0.12302 -1.51117 0.88956  C19 1.090
79 H 2.02872 4.72299 1.46839  C24 1.090
80 H -1.25834 0.59309 1.56477  C16 1.090
81 H 1.79023 2.38758 -5.20136  C17 1.090

Calculated values
<S²> ... 0.754
Frontier orbital gap (spin up / spin down) ... 8.42 / 7.09 eV
Spin multiplicity ... 2


DFT (ωB97M-V/def2-TZVPD) results for 8 unconnected molecules or ions with the total composition C39H82BClIN9O14P in a non-equilibrium geometry.

Last columns: bonded neighbours and bond lengths (Å).
Cartesian coordinates (Å):
1 I -2.45080 -1.13471 -2.82522  C47 2.177
2 Cl -2.10360 -1.00648 2.67803  C28 1.833
3 P -4.35194 1.38004 5.88642  C34 1.867, C49 1.954, C61 1.897
4 O -3.06560 3.70740 1.56561  C33 1.264
5 O 3.15734 3.07931 1.69328  C53 1.220
6 O 4.07293 -2.66547 -1.31965  C64 1.224
7 O -4.13725 1.24696 3.26109  C49 1.424, C63 1.416
8 O 6.49461 -2.14742 -9.65079  C55 1.223
9 O -4.14330 -1.71787 8.65878  C31 1.222
10 O 4.91150 -4.53210 -7.35019  C29 1.224
11 O 8.34893 -1.34023 -13.87869  C48 1.223
12 O -2.10322 1.70608 -2.40701  C47 1.159
13 O -1.92968 0.42898 0.35775  C28 1.417, C43 1.416
14 O -0.16280 -1.08303 12.33348  C41 1.224
15 O -3.93831 2.54916 -0.04284  C33 1.254
16 O -4.48742 -0.88968 0.58137  C37 1.439, B66 1.407
17 O -6.03908 0.91209 0.93491  B66 1.421, H71 0.973
18 N -1.68229 0.31639 11.47284  C41 1.357, C65 1.451, H127 1.006
19 N 1.90449 -3.21138 -1.46626  C45 1.449, C64 1.358, H92 1.012
20 N -4.42522 3.46634 4.19162  C38 1.452, C49 1.444, H102 1.012
21 N 4.23573 3.22631 -0.26304  C51 1.449, C53 1.363, H69 1.009
22 N 9.39214 -1.24796 -15.85882  C48 1.360, C52 1.450, H116 1.009
23 N 6.35966 -4.17997 -10.57336  C36 1.448, C55 1.362, H86 1.011
24 N 3.31908 -3.21521 -8.21351  C29 1.360, C40 1.449, H122 1.008
25 N -2.44642 -2.90653 9.49356  C31 1.359, C54 1.450, H125 1.006
26 N -0.25550 -1.30765 0.07707  C43 1.462, H130 1.017, H145 1.017
27 C -0.22982 0.72433 -1.30815  C43 1.598, C47 1.559, H79 1.108, H112 1.115
28 C -2.23546 0.55984 1.73498  Cl2 1.833, O13 1.417, C63 1.586, H135 1.118
29 C 4.35217 -3.44290 -7.35841  O10 1.224, N24 1.360, C44 1.504
30 C -0.25493 1.10501 13.30442  C41 1.508, H77 1.091, H78 1.088, H115 1.091
31 C -3.64158 -2.81486 8.85362  O9 1.222, N25 1.359, C32 1.507
32 C -4.30160 -4.09423 8.40763  C31 1.507, H101 1.088, H137 1.091, H139 1.091
33 C -3.54754 2.61628 1.14682  O4 1.264, O15 1.254, C63 1.555
34 C -2.94168 0.57930 6.81139  P3 1.867, H117 1.116, H133 1.120, H147 1.115
35 C 7.37515 0.10890 -15.51645  C48 1.507, H109 1.091, H110 1.091, H140 1.088
36 C 6.69327 -5.24145 -11.49928  N23 1.448, H90 1.086, H97 1.092, H111 1.092
37 C -5.16445 -1.82212 1.44345  O16 1.439, H98 1.115, H107 1.122, H118 1.114
38 C -5.75286 3.46276 3.60459  N20 1.452, C50 1.591, H81 1.110, H128 1.117
39 C -1.75985 3.39842 5.53040  C42 1.377, C62 1.537, H94 1.119
40 C 2.53944 -2.00359 -8.37077  N24 1.449, H103 1.086, H106 1.092, H124 1.092
41 C -0.68352 0.02464 12.34408  O14 1.224, N18 1.357, C30 1.508
42 C -2.51650 4.06138 6.47123  C39 1.377, H113 1.117, H114 1.104
43 C -0.56629 0.11992 0.13263  O13 1.416, N26 1.462, C27 1.598, H74 1.112
44 C 4.76364 -2.31893 -6.44706  C29 1.504, H84 1.092, H108 1.091, H129 1.087
45 C 0.74580 -3.91101 -1.98407  N19 1.449, H73 1.092, H104 1.089, H120 1.086
46 C 2.25354 4.63165 0.11158  C53 1.508, H83 1.088, H95 1.091, H134 1.092
47 C -1.54774 0.72449 -2.14141  I1 2.177, O12 1.159, C27 1.559
48 C 8.39604 -0.87751 -15.00952  O11 1.223, N22 1.360, C35 1.507
49 C -3.72401 2.20468 4.22997  P3 1.954, O7 1.424, N20 1.444, C62 1.548
50 C -6.17193 4.98326 3.39897  C38 1.591, C58 1.586, H72 1.113, H146 1.111
51 C 4.49317 3.71491 -1.60269  N21 1.449, H67 1.092, H85 1.092, H138 1.086
52 C 9.61341 -0.81217 -17.22380  N22 1.450, H88 1.086, H96 1.092, H136 1.092
53 C 3.23547 3.59134 0.58824  O5 1.220, N21 1.363, C46 1.508
54 C -1.68959 -4.09853 9.82207  N25 1.450, H68 1.091, H93 1.086, H105 1.091
55 C 6.89449 -2.92965 -10.50117  O8 1.223, N23 1.362, C59 1.507
56 C 3.50359 -4.30779 -2.96803  C64 1.509, H89 1.091, H99 1.088, H131 1.092
57 C -7.22927 6.93145 4.80660  C58 1.561, H70 1.123, H91 1.115, H121 1.112
58 C -7.15310 5.38880 4.57718  C50 1.586, C57 1.561, H75 1.118, H143 1.110
59 C 7.97181 -2.56902 -11.49107  C55 1.507, H80 1.084, H126 1.092, H148 1.086
60 C -6.77998 0.30442 4.73883  C61 1.557, H100 1.118, H119 1.118, H142 1.116
61 C -5.45149 -0.10061 5.44221  P3 1.897, C60 1.557, H76 1.119, H82 1.114
62 C -2.20493 2.43775 4.41667  C39 1.537, C49 1.548, H87 1.128, H132 1.119
63 C -3.63376 1.28045 1.93777  O7 1.416, C28 1.586, C33 1.555, B66 1.635
64 C 3.19908 -3.33193 -1.85780  O6 1.224, N19 1.358, C56 1.509
65 C -2.41887 1.55889 11.33027  N18 1.451, H123 1.091, H141 1.091, H144 1.086
66 B -4.72566 0.39584 1.10180  O16 1.407, O17 1.421, C63 1.635
67 H 4.45726 2.87224 -2.29602  C51 1.092
68 H -1.55344 -4.13878 10.90406  C54 1.091
69 H 4.85405 2.52746 0.11978  N21 1.009
70 H -8.14515 7.11819 5.42887  C57 1.123
71 H -6.08169 1.17557 -0.00055  O17 0.973
72 H -5.30500 5.67585 3.48642  C50 1.113
73 H 0.27700 -4.46317 -1.16656  C45 1.092
74 H 0.15182 0.60340 0.83018  C43 1.112
75 H -6.70571 4.92630 5.49171  C58 1.118
76 H -5.73259 -0.58212 6.41247  C61 1.119
77 H 0.11503 1.97226 12.75535  C30 1.091
78 H 0.54724 0.72638 13.93388  C30 1.088
79 H 0.60409 0.17459 -1.78787  C27 1.108
80 H 7.58674 -2.63473 -12.50181  C59 1.084
81 H -5.86220 2.98456 2.60896  C38 1.110
82 H -4.86882 -0.82941 4.83392  C61 1.114
83 H 1.51806 4.81908 0.89058  C46 1.088
84 H 3.93225 -2.04085 -5.79597  C44 1.092
85 H 5.49280 4.15384 -1.63001  C51 1.092
86 H 5.64595 -4.35414 -9.87852  N23 1.011
87 H -1.76954 2.84542 3.45947  C62 1.128
88 H 8.85859 -0.10379 -17.55163  C52 1.086
89 H 3.21892 -5.31821 -2.67015  C56 1.091
90 H 7.47051 -4.94251 -12.19679  C36 1.086
91 H -6.38654 7.32449 5.42203  C57 1.115
92 H 1.76418 -2.54198 -0.72096  N19 1.012
93 H -2.19147 -5.00253 9.48948  C54 1.086
94 H -0.65853 3.59156 5.57497  C39 1.119
95 H 1.73168 4.27453 -0.77797  C46 1.091
96 H 10.59732 -0.34374 -17.28684  C52 1.092
97 H 5.79528 -5.51552 -12.05764  C36 1.092
98 H -4.62154 -2.79490 1.48256  C37 1.115
99 H 4.57144 -4.29837 -3.17522  C56 1.088
100 H -7.48203 -0.56089 4.64193  C60 1.118
101 H -5.24226 -3.85833 7.91516  C32 1.088
102 H -3.84228 4.25797 3.95087  N20 1.012
103 H 2.86810 -1.21903 -7.69635  C40 1.086
104 H 0.04139 -3.17126 -2.36263  C45 1.089
105 H -0.71047 -4.03370 9.34483  C54 1.091
106 H 1.49079 -2.23320 -8.17133  C40 1.092
107 H -5.22827 -1.43139 2.49293  C37 1.122
108 H 5.08735 -1.45929 -7.03567  C44 1.091
109 H 6.84972 -0.30230 -16.38007  C35 1.091
110 H 7.85990 1.04896 -15.78482  C35 1.091
111 H 7.03460 -6.10858 -10.92986  C36 1.092
112 H 0.05114 1.79682 -1.18515  C27 1.115
113 H -2.30284 3.83173 7.54286  C42 1.117
114 H -3.30430 4.79244 6.21934  C42 1.104
115 H -1.09053 1.39427 13.94381  C30 1.091
116 H 10.03886 -1.90863 -15.45556  N22 1.009
117 H -2.39858 1.37934 7.36855  C34 1.116
118 H -6.20312 -2.03849 1.10364  C37 1.114
119 H -6.59552 0.64598 3.69047  C60 1.118
120 H 1.00785 -4.60208 -2.78045  C45 1.086
121 H -7.38172 7.51894 3.87459  C57 1.112
122 H 3.09535 -4.00799 -8.79465  N24 1.008
123 H -3.47863 1.35750 11.49329  C65 1.091
124 H 2.63716 -1.65604 -9.40091  C40 1.092
125 H -2.06925 -2.01226 9.75728  N25 1.006
126 H 8.82924 -3.23476 -11.36968  C59 1.092
127 H -1.91858 -0.44680 10.86201  N18 1.006
128 H -6.46889 3.07830 4.37085  C38 1.117
129 H 5.59488 -2.64340 -5.82547  C44 1.087
130 H 0.00584 -1.65610 0.99643  N26 1.017
131 H 2.97200 -4.01824 -3.87634  C56 1.092
132 H -1.64690 1.48020 4.57255  C62 1.119
133 H -3.38509 -0.08753 7.59435  C34 1.120
134 H 2.77337 5.56645 -0.10619  C46 1.092
135 H -1.41818 1.20563 2.14059  C28 1.118
136 H 9.59435 -1.68587 -17.87794  C52 1.092
137 H -4.51080 -4.73071 9.26923  C32 1.091
138 H 3.76640 4.46133 -1.90940  C51 1.086
139 H -3.66149 -4.62115 7.69815  C32 1.091
140 H 6.64851 0.30666 -14.73183  C35 1.088
141 H -2.28251 1.93156 10.31400  C65 1.091
142 H -7.30450 1.15506 5.23526  C60 1.116
143 H -8.14460 4.94669 4.34355  C58 1.110
144 H -2.08426 2.31292 12.03668  C65 1.086
145 H -1.00599 -1.85448 -0.33869  N26 1.017
146 H -6.62587 5.15465 2.39912  C50 1.111
147 H -2.24401 -0.01878 6.17941  C34 1.115
148 H 8.29900 -1.54888 -11.31310  C59 1.086

Calculated values
Charge ... -1
Frontier orbital gap ... 5.88 eV
Spin multiplicity ... 1


DFT (ωB97M-V/def2-TZVPD) results for 3 unconnected molecules or ions with the total composition C4H13NO3 in a non-equilibrium geometry.

Last columns: bonded neighbours and bond lengths (Å).
Cartesian coordinates (Å):
1 O 2.08289 -1.03466 -0.07679  C7 1.218
2 O 1.92013 3.87328 -3.65614  H14 0.949, H15 0.915
3 O 1.15039 1.36195 -1.30128  H19 0.977, H20 0.877
4 N -0.50752 -0.72637 0.20943  C5 1.490, C6 1.499, H11 1.028
5 C -1.89846 -0.45494 0.66910  N4 1.490, C8 1.550, H9 1.168, H10 1.084
6 C 0.11197 -2.07746 0.40421  N4 1.499, C7 1.475, H12 1.193, H13 1.093
7 C 1.57800 -2.09693 0.24107  O1 1.218, C6 1.475, H16 1.100
8 C -1.87468 0.32258 2.01005  C5 1.550, H17 1.098, H18 1.085, H21 1.136
9 H -2.49585 -1.43497 0.88558  C5 1.168
10 H -2.36342 -0.01465 -0.20526  C5 1.084
11 H 0.08486 -0.09388 0.76314  N4 1.028
12 H -0.11509 -2.65183 1.42541  C6 1.193
13 H -0.24248 -2.72951 -0.39870  C6 1.093
14 H 1.93169 2.99164 -4.00639  O2 0.949
15 H 2.00167 3.85769 -2.74522  O2 0.915
16 H 2.15288 -3.01766 0.41826  C7 1.100
17 H -1.73712 1.38344 1.76036  C8 1.098
18 H -2.80380 0.07550 2.51274  C8 1.085
19 H 1.52901 1.95486 -0.62381  O3 0.977
20 H 0.64682 0.71114 -0.99932  O3 0.877
21 H -1.15189 -0.19920 2.71355  C8 1.136

Calculated values
Frontier orbital gap ... 10.26 eV
Structure (SMILES) ... CCNCC=O.O.O
Spin multiplicity ... 1


Number 1: total energy -4065.913990 hartree. Number 2: total energy -4205.558172 hartree. Number 3: total energy -440.603375 hartree.